53
Properties=species:S:1:pos:R:3 method="wB97M-V/def2-TZVPD" total_charge=-1 homo_ev=-3.341 e_lumo_ev=1.15
Rb -0.0710 -0.0890 -0.1340
Cl 3.3711 -6.6336 1.8027
C 3.0819 -5.0814 1.0573
C 1.8789 -4.4446 1.2766
C 1.5722 -3.1899 0.7267
N 0.3733 -2.5466 1.0823
C -0.6996 -3.2792 1.3254
O -0.9130 -4.5046 1.2145
C -1.9145 -2.5125 1.8815
C -2.7876 -3.2456 2.6960
C -3.9077 -2.6369 3.2203
C -4.1610 -1.3074 2.9004
C -3.2591 -0.6630 2.0755
N -2.1602 -1.2362 1.5864
C 2.5530 -2.5697 -0.1058
C 3.7596 -3.2553 -0.3189
C 4.0321 -4.4804 0.2519
Cl 5.5715 -5.2423 -0.0617
N 2.3866 -1.2724 -0.6209
C 2.9755 -0.9474 -1.7583
O 3.6148 -1.6259 -2.5888
C 2.9194 0.5480 -2.1252
C 4.0000 1.0405 -2.8693
C 4.0322 2.3694 -3.2337
C 2.9670 3.1892 -2.8763
C 1.9301 2.6187 -2.1634
N 1.9028 1.3410 -1.7864
H 1.1423 -4.9302 1.8952
H -2.5477 -4.2837 2.8712
H -4.5835 -3.1876 3.8641
H -5.0324 -0.7856 3.2744
H -3.4195 0.3726 1.7859
H 4.5024 -2.8048 -0.9563
H 4.7755 0.3395 -3.1403
H 4.8704 2.7670 -3.7940
H 2.9372 4.2374 -3.1445
H 1.0705 3.2159 -1.8689
N -1.6298 4.8437 0.4844
C -0.5148 5.0922 1.2497
C 0.0894 3.8814 1.4104
N -0.6144 2.9065 0.7611
C -1.6396 3.5055 0.2081
C -2.6565 2.8437 -0.5874
N -2.5683 1.6210 -1.0477
C -3.7260 1.3898 -1.7357
C -4.5326 2.4872 -1.6932
N -3.8381 3.4201 -0.9595
H -2.2504 5.5440 0.1211
H -0.2647 6.0798 1.5926
H 0.9954 3.6535 1.9456
H -3.9131 0.4433 -2.2137
H -5.5077 2.6884 -2.0986
H -4.1923 4.3164 -0.6787